Entry 1:
12
Properties=species:S:1:pos:R:3 method="wB97M-V/def2-TZVPD" de_lowest_ev=3.1637 homo_lumo_gap_ev=9.37 total_charge=0
H -2.001 1.311 1.106
N -0.990 1.151 0.965
C -0.768 0.144 0.110
C -1.946 -0.715 -0.295
N 0.597 -0.519 -0.352
C 1.747 0.011 -0.377
C 3.042 0.301 -0.153
H -2.756 -0.054 -0.538
H -2.218 -1.299 0.633
H -1.853 -1.370 -1.166
H 3.473 0.033 0.766
H 3.674 1.009 -0.701

---

Entry 2:
12
Properties=species:S:1:pos:R:3 method="wB97M-V/def2-TZVPD" de_lowest_ev=5.4256 homo_lumo_gap_ev=9.03 total_charge=0
N -0.729 -1.333 0.407
C 0.062 -0.284 -0.976
C -0.999 0.008 -0.046
C 0.027 0.957 0.663
N 1.091 0.168 1.188
C 1.143 0.440 -0.232
H -1.174 -2.071 -0.122
H 0.038 -0.311 -2.072
H -1.992 0.354 -0.297
H -0.178 1.989 0.900
H 0.672 -0.784 1.279
H 2.038 0.868 -0.690

---

| no. | largest force on an atom (eV Å⁻¹) |
| --- | --- |
| 1 | 4.73 |
| 2 | 2.07 |